Entry P
{"formula": "C10H9NO", "method": "ωB97M-V with the def2-TZVPD basis set", "symbols": ["C", "C", "C", "C", "C", "C", "C", "C", "C", "C", "N", "O", "H", "H", "H", "H", "H", "H", "H", "H", "H"], "coordinates": [[1.79, -1.09, 0.39], [-3.04, -0.79, 0.11], [-2.21, -1.06, -0.98], [-2.56, -0.15, 1.23], [-0.84, -0.70, -0.90], [-1.21, 0.27, 1.29], [-0.34, 0.05, 0.22], [2.96, 1.50, -1.06], [1.83, 0.78, -1.08], [1.17, 0.37, 0.20], [2.18, -2.16, 0.35], [1.51, 1.10, 1.31], [-4.06, -1.27, 0.32], [-2.57, -1.63, -1.72], [-3.24, -0.05, 2.06], [-0.10, -0.85, -1.69], [-0.78, 1.05, 1.92], [3.39, 1.56, -2.01], [3.50, 1.87, -0.14], [1.47, 0.48, -1.96], [1.13, 0.72, 2.11]], "nbo_charge": [0.23, -0.21, -0.20, -0.20, -0.18, -0.23, -0.04, -0.33, -0.21, 0.18, -0.33, -0.68, 0.22, 0.21, 0.22, 0.21, 0.21, 0.20, 0.22, 0.21, 0.49], "gap_ev": 10.06, "e_lumo_ev": 0.459, "smiles": "C=C[C@](O)(C#N)c1ccccc1"}

***

Entry Q
{"formula": "C10H9NO", "method": "ωB97M-V with the def2-TZVPD basis set", "symbols": ["C", "C", "C", "C", "C", "C", "C", "C", "C", "C", "N", "O", "H", "H", "H", "H", "H", "H", "H", "H", "H"], "coordinates": [[-1.80, -0.43, -1.44], [-2.16, 0.02, -0.11], [-0.49, -0.51, -1.76], [-1.30, 0.22, 0.85], [1.05, 0.60, 1.68], [1.98, 1.37, 1.09], [1.17, 1.15, -1.06], [0.23, -1.74, 0.89], [0.62, -0.23, -0.74], [0.13, -0.23, 0.70], [1.72, 1.85, -0.18], [1.18, -2.37, 1.22], [-2.69, -0.59, -2.07], [-3.14, 0.36, 0.18], [-0.17, -0.78, -2.80], [-1.76, 0.62, 1.74], [0.99, 0.36, 2.75], [2.78, 1.92, 1.52], [0.91, 1.45, -2.01], [-0.81, -2.26, 0.52], [1.57, -0.79, -0.98]], "nbo_charge": [-0.25, -0.23, -0.14, -0.16, -0.17, -0.05, 0.17, 0.49, -0.35, -0.26, -0.41, -0.52, 0.23, 0.22, 0.22, 0.22, 0.22, 0.21, 0.18, 0.11, 0.27], "gap_ev": 9.03, "e_lumo_ev": 0.391, "smiles": "O=C[C@]12C=CC=C[C@H]1C=NC=C2"}

***

Entry R
{"formula": "C10H9NO", "method": "ωB97M-V with the def2-TZVPD basis set", "symbols": ["C", "C", "C", "C", "C", "C", "C", "C", "C", "C", "H", "H", "H", "H", "H", "H", "H", "H", "H", "N", "O"], "coordinates": [[-1.77, 0.16, -0.28], [-1.34, 1.44, -0.04], [0.01, 1.79, -0.01], [1.05, 0.84, -0.03], [2.35, 1.08, 0.24], [3.37, 0.07, 0.21], [2.95, -1.25, 0.14], [1.59, -1.53, -0.24], [0.63, -0.52, -0.17], [-0.78, -0.79, -0.28], [-3.75, -1.64, 0.71], [-3.76, 0.49, -0.76], [-2.16, 2.29, -0.07], [0.40, 2.78, -0.01], [2.67, 2.21, 0.11], [4.44, 0.39, 0.23], [3.80, -1.99, -0.04], [1.32, -2.54, -0.48], [-1.03, -1.77, -0.19], [-3.18, -0.30, -0.48], [-3.50, -0.74, 0.84]], "nbo_charge": [0.11, -0.23, -0.17, -0.09, -0.17, -0.21, -0.22, -0.17, -0.06, -0.17, 0.47, 0.34, 0.21, 0.21, 0.20, 0.22, 0.22, 0.21, 0.20, -0.34, -0.58], "gap_ev": 8.06, "e_lumo_ev": 0.145, "smiles": "ONc1ccc2ccccc2c1"}

***

Which structure is most stable? entry P, by 5.5 kcal/mol over the runner-up.